Entry 1:
Molecular formula: C41H51IO4PRuS3Si
Method: DFT, ωB97M-V with the def2-TZVPD basis set

2S+1 ... 6
HOMO energy (spin up / spin down) ... -6.5 / -7.7 eV
Calculated total energy ... -111894.65703 eV
Lowest unoccupied orbital energy (spin up / spin down) ... -0.18 / -1.67 eV

Each line ends with the Mulliken spin population.
Atoms and positions in Å:
1 Ru 0.00193 -0.27287 -0.47602  3.357
2 C 2.89827 -2.76354 1.04101  -0.009
3 C 1.45190 -3.13917 1.34103  0.023
4 C 0.84353 -3.93816 0.19945  -0.004
5 C 1.36675 -3.92932 2.64027  0.005
6 O 0.66805 -1.92549 1.42970  0.052
7 Si 0.54720 -0.79914 2.65960  -0.060
8 S -0.60632 0.70672 1.86905  0.208
9 O 2.11381 -0.39615 2.98729  -0.020
10 C 2.67167 0.23476 4.15206  -0.004
11 C 4.00610 0.82344 3.70708  -0.002
12 C 1.75502 1.33697 4.66793  0.016
13 C 2.89632 -0.83123 5.21829  0.001
14 O -0.00311 -1.48325 4.04048  -0.031
15 C -1.32457 -1.78029 4.52455  -0.010
16 C -1.91180 -0.51108 5.13182  0.005
17 C -1.13360 -2.84929 5.59233  0.001
18 C -2.21325 -2.30007 3.40007  0.044
19 H 3.48139 -3.65455 0.79908  0.001
20 H 3.34886 -2.26549 1.89586  0.001
21 H 2.93347 -2.07767 0.19556  0.005
22 H 1.37735 -4.88202 0.07481  0.002
23 H 0.89148 -3.38245 -0.73755  -0.003
24 H -0.20536 -4.15499 0.40709  0.004
25 H 1.93630 -4.85403 2.53306  0.000
26 H 0.33463 -4.18778 2.87264  0.001
27 H 1.77917 -3.36678 3.47615  -0.001
28 H 3.85377 1.58551 2.94379  0.002
29 H 4.64063 0.04159 3.28953  0.000
30 H 4.52565 1.28036 4.54998  0.000
31 H 1.55882 2.07027 3.88498  -0.005
32 H 2.21832 1.84488 5.51463  0.000
33 H 0.79891 0.93032 4.99804  -0.008
34 H 3.56365 -1.60553 4.83684  0.000
35 H 1.95219 -1.29368 5.49824  0.000
36 H 3.35276 -0.39266 6.10686  0.000
37 H -1.28900 -0.16756 5.95931  0.000
38 H -2.91618 -0.69651 5.51389  0.000
39 H -1.96767 0.27626 4.38034  0.004
40 H -0.46249 -2.48895 6.37211  0.000
41 H -0.70411 -3.75154 5.15797  0.000
42 H -2.08948 -3.10607 6.04933  0.000
43 H -2.39981 -1.52526 2.65869  -0.009
44 H -3.17190 -2.63343 3.80045  0.000
45 H -1.74045 -3.14548 2.90001  -0.002
46 S -0.25832 -1.60192 -2.54792  0.335
47 C -1.86981 -2.20549 -2.55063  0.103
48 C -2.31618 -2.93390 -3.67100  -0.038
49 C -3.58793 -3.43716 -3.73282  0.075
50 C -4.48288 -3.24320 -2.66540  -0.002
51 C -4.07135 -2.54809 -1.56069  0.017
52 C -2.76564 -2.01149 -1.47102  0.006
53 S -2.32507 -1.11676 -0.08380  0.634
54 H -1.62918 -3.07878 -4.49463  0.004
55 H -3.90661 -3.98784 -4.60859  0.004
56 H -5.48587 -3.64492 -2.71885  0.001
57 H -4.74025 -2.38698 -0.72446  0.006
58 I 2.19269 1.58607 0.06078  0.092
59 C 2.67731 2.05653 -1.91957  -0.038
60 C 3.96573 1.77137 -2.28833  0.003
61 C 4.50303 2.24260 -3.50200  0.001
62 C 3.75065 3.07302 -4.27382  0.005
63 C 2.41404 3.38392 -3.92076  0.000
64 C 1.71209 4.33000 -4.71027  0.000
65 C 0.43565 4.68441 -4.39845  0.001
66 C -0.22212 3.99222 -3.36632  -0.001
67 C 0.38831 3.02320 -2.60968  -0.015
68 P -0.81141 1.96064 -1.68118  0.129
69 C -1.93980 1.43646 -3.01515  0.035
70 C -3.21853 1.00205 -2.66784  0.041
71 C -4.05804 0.44300 -3.61795  -0.005
72 C -3.62183 0.28480 -4.92350  0.001
73 C -2.34434 0.69434 -5.27460  -0.001
74 C -1.50869 1.26600 -4.32868  0.009
75 C -1.74145 3.22852 -0.75275  -0.031
76 C -1.17026 3.71077 0.42439  0.003
77 C -1.78863 4.72011 1.14137  -0.002
78 C -2.98812 5.25752 0.69760  0.003
79 C -3.56308 4.78435 -0.47038  -0.002
80 C -2.94185 3.77808 -1.19565  0.009
81 C 1.79860 2.78936 -2.78535  0.064
82 H 4.59461 1.20416 -1.61744  0.000
83 H 5.51978 1.99308 -3.77135  0.000
84 H 4.15864 3.52133 -5.17072  0.000
85 H 2.22768 4.78258 -5.54748  0.000
86 H -0.09556 5.43362 -4.96923  0.000
87 H -1.27667 4.18890 -3.21469  0.001
88 H -3.56541 1.09242 -1.64599  -0.018
89 H -5.04507 0.11060 -3.32605  -0.001
90 H -4.27154 -0.16596 -5.66200  0.002
91 H -1.99077 0.56429 -6.28848  0.000
92 H -0.51166 1.56635 -4.62369  0.005
93 H -0.24577 3.28882 0.79217  0.007
94 H -1.33487 5.07972 2.05469  0.000
95 H -3.47287 6.04349 1.26147  0.000
96 H -4.49755 5.19855 -0.82521  0.000
97 H -3.39700 3.43005 -2.11289  0.000
98 C 3.38041 -2.17645 -2.48431  0.004
99 O 2.66983 -1.00798 -2.07749  -0.012
100 H 4.40485 -2.12392 -2.10930  0.001
101 H 3.40475 -2.27055 -3.57020  0.000
102 H 2.89411 -3.06266 -2.07387  0.003
103 H 2.34044 -0.57281 -2.86771  0.000

Cartesian forces (eV/Å) of the 6 atoms listed first:
-0.677 -0.330 0.054
-0.025 -0.024 -0.039
0.044 0.055 -0.011
0.020 -0.038 0.005
0.032 -0.018 -0.025
0.018 0.237 0.068

***

Entry 2:
Molecular formula: C41H52AsBBrN8NiO2
Method: DFT, ωB97M-V with the def2-TZVPD basis set

Net charge ... +1
2S+1 ... 1
HOMO energy ... -10.8 eV
Calculated total energy ... -231972.12911 eV
Lowest unoccupied orbital energy ... -4.95 eV

Each line ends with the Löwdin charge.
Atoms and positions in Å:
1 Ni -0.53425 -0.08624 -0.04225  0.684
2 C -2.71018 4.23992 0.47528  -0.058
3 C -1.52390 3.43241 -0.05643  -0.372
4 C -0.42906 4.36598 -0.58718  -0.050
5 C -1.95965 2.49524 -1.14200  -0.253
6 C -2.72810 2.75876 -2.28221  0.019
7 C -2.82779 1.54980 -2.94188  -0.027
8 N -2.14662 0.63117 -2.25102  -0.017
9 N -1.61667 1.21135 -1.13587  0.082
10 B -1.74008 -0.79902 -2.63138  -0.541
11 N -2.23921 -1.72723 -1.51191  -0.005
12 C -3.12692 -2.72242 -1.63305  -0.036
13 C -3.63924 -3.00650 -0.38965  0.018
14 C -3.02635 -2.10004 0.48077  -0.234
15 N -2.15125 -1.34782 -0.20683  0.089
16 C -3.40800 -1.87308 1.91879  -0.309
17 C -2.38429 -2.45660 2.89470  -0.023
18 C -3.70723 -0.37887 2.14026  -0.029
19 N -0.17774 -0.68823 -2.78068  -0.069
20 C 0.51080 -1.71384 -3.38652  -0.100
21 C 1.30737 -1.18772 -4.35256  -0.003
22 C 1.04330 0.21926 -4.33148  -0.257
23 N 0.18296 0.50164 -3.38165  0.124
24 C 1.38059 1.23761 -5.39315  -0.369
25 C 1.36294 2.67184 -4.85951  -0.074
26 C 2.68130 0.91305 -6.13166  -0.071
27 H -2.38931 4.89172 1.28935  0.082
28 H -3.12101 4.87078 -0.31393  0.083
29 H -3.50552 3.58693 0.83835  0.079
30 H -1.10815 2.81900 0.75229  0.110
31 H -0.83894 5.01974 -1.35918  0.089
32 H -0.03980 4.99650 0.21431  0.084
33 H 0.39212 3.79390 -1.02316  0.077
34 H -3.16854 3.69686 -2.57479  0.115
35 H -3.33306 1.29423 -3.85905  0.138
36 H -2.16044 -1.17023 -3.68548  0.129
37 H -3.34831 -3.15492 -2.59573  0.135
38 H -4.38004 -3.74443 -0.12995  0.118
39 H -4.33918 -2.41649 2.08439  0.141
40 H -1.37503 -2.12437 2.67164  0.044
41 H -2.62472 -2.17748 3.92309  0.094
42 H -2.39216 -3.54621 2.83170  0.097
43 H -4.65739 -0.12006 1.67147  0.101
44 H -3.78769 -0.14515 3.20442  0.080
45 H -2.94795 0.24742 1.66918  0.049
46 H 0.30653 -2.74509 -3.13727  0.117
47 H 1.95409 -1.72924 -5.02393  0.103
48 H 0.56393 1.16127 -6.11893  0.141
49 H 2.17465 2.82286 -4.14819  0.077
50 H 1.48861 3.38114 -5.67834  0.078
51 H 0.41739 2.87718 -4.35744  0.060
52 H 3.51198 0.85081 -5.42930  0.084
53 H 2.60571 -0.03490 -6.66687  0.073
54 H 2.90321 1.69489 -6.85780  0.078
55 C 0.54602 -2.94042 0.69969  -0.008
56 O 0.66695 -1.56156 1.10553  -0.152
57 C 0.73965 -1.37625 2.49377  -0.234
58 C 1.48792 -2.18181 3.33409  -0.029
59 C 1.36546 -2.00400 4.71023  -0.646
60 Br 2.34185 -3.11255 5.88668  0.799
61 C 0.47886 -1.09589 5.24179  -0.050
62 C -0.26660 -0.27910 4.39647  -0.069
63 C -0.07644 -0.38907 3.02653  -0.231
64 O -0.77660 0.38644 2.13794  -0.015
65 C -1.41535 0.44338 4.96289  -0.262
66 N -2.06452 -0.02365 5.98850  0.196
67 C -3.20922 0.74566 6.10286  -0.219
68 C -4.27511 0.62998 6.99428  -0.002
69 C -5.33623 1.49783 6.83325  -0.077
70 C -5.35128 2.46071 5.81356  -0.079
71 C -4.30286 2.58848 4.92333  -0.020
72 C -3.23288 1.71823 5.09174  -0.205
73 N -2.07694 1.50184 4.35701  0.141
74 H 0.26408 -2.93479 -0.34819  0.087
75 H -0.22942 -3.43943 1.28200  0.101
76 H 1.49341 -3.46121 0.82433  0.099
77 H 2.13328 -2.95616 2.94421  0.116
78 H 0.29928 -1.03768 6.30498  0.119
79 H -1.65758 0.56675 2.50883  0.061
80 H -4.26310 -0.12661 7.76690  0.117
81 H -6.18696 1.43492 7.49959  0.107
82 H -6.21269 3.10697 5.70932  0.107
83 H -4.32599 3.32330 4.12699  0.109
84 H -1.66101 2.19619 3.75837  0.163
85 C 4.74287 2.19517 0.80324  -0.331
86 As 3.52457 1.04120 -0.23683  1.151
87 C 1.90270 1.31861 0.84612  -0.312
88 C 4.23963 -0.77408 0.06367  -0.369
89 C 4.61881 -1.38810 1.38399  -0.298
90 C 4.79257 -0.67229 2.55960  -0.061
91 C 5.32852 -1.27855 3.68983  -0.078
92 C 5.67653 -2.61933 3.66514  -0.096
93 C 5.46045 -3.36123 2.51182  -0.080
94 C 4.93763 -2.74939 1.38376  -0.066
95 H 4.41359 2.31000 1.83598  0.013
96 H 4.77585 3.18134 0.34327  0.016
97 H 5.74875 1.77788 0.79083  0.031
98 H 1.97143 0.85288 1.82818  0.026
99 H 0.93400 0.97862 0.36895  -0.020
100 H 1.78575 2.39481 0.96059  0.033
101 H 5.15331 -0.73559 -0.53856  0.074
102 H 3.55900 -1.43310 -0.47670  0.053
103 H 4.52888 0.37631 2.59793  0.077
104 H 5.49569 -0.69185 4.58447  0.109
105 H 6.11841 -3.08360 4.53650  0.106
106 H 5.71891 -4.41278 2.48101  0.107
107 H 4.80716 -3.32727 0.47384  0.114

Cartesian forces (eV/Å) of the 6 atoms listed first:
-1.853 -0.383 -0.300
0.099 -0.112 0.077
-0.023 0.138 -0.143
0.009 -0.098 0.090
0.023 0.336 0.248
-0.028 -0.005 0.175

***

Entry 3:
Molecular formula: C41H52BrF8IN5O29S2
Method: DFT, ωB97M-V with the def2-TZVPD basis set

Net charge ... +1
2S+1 ... 1
HOMO energy ... -11.9 eV
Calculated total energy ... -231728.90629 eV
Relative energy (zero: lowest compared OMol25 entry of this formula, charge and spin) ... 0.00 kJ/mol
Lowest unoccupied orbital energy ... -3.41 eV

Each line ends with the Löwdin charge.
Atoms and positions in Å:
1 C 0.51509 0.08578 2.49521  0.024
2 C 1.51956 0.90008 3.26086  -0.493
3 O 1.44309 0.98099 4.45283  0.125
4 N 2.57278 1.54330 2.59215  -0.067
5 C 3.56214 2.15060 3.48286  -0.009
6 C 2.32399 2.23753 1.34941  -0.143
7 C 2.52991 1.37974 0.06567  -0.225
8 C 2.76558 -0.08118 0.30374  -0.137
9 O 3.31138 -0.62323 -0.91459  -0.101
10 N 3.67412 -1.97348 -0.58633  -0.010
11 O 3.38285 -2.70619 -1.42919  0.109
12 O 1.46069 1.53316 -0.84389  -0.035
13 C 1.31497 2.88956 -1.15036  -0.468
14 C 0.64055 3.07455 -2.49316  -0.201
15 C 1.66259 3.04373 -3.64126  -0.263
16 C 2.32589 4.41499 -3.82410  -0.626
17 Br 2.72064 4.78831 -5.68102  0.660
18 C 0.57881 3.60413 0.01496  -0.944
19 S 0.97935 5.35739 -0.10245  0.868
20 I -1.52662 3.17360 -0.16727  1.277
21 N 0.98036 2.97140 1.37309  -0.054
22 C 0.97561 3.91383 2.54750  -0.161
23 C -0.35902 4.52701 2.93072  -0.165
24 C -1.27043 3.54361 3.70236  -0.233
25 C -2.72298 3.44516 3.22700  -0.438
26 S -3.07701 1.68457 2.89382  0.950
27 C -4.39314 1.74569 1.77397  -0.724
28 N -5.64021 1.87420 2.03557  0.084
29 N -6.30790 1.81421 0.82453  0.083
30 C -5.40840 1.64539 -0.06598  -0.177
31 O -4.15530 1.59758 0.43783  -0.076
32 H -0.38386 0.04830 3.09820  0.077
33 H 0.89522 -0.92634 2.39340  0.102
34 H 0.25212 0.45462 1.50710  0.073
35 H 3.81260 1.45992 4.27492  0.104
36 H 3.24225 3.09099 3.92374  0.094
37 H 4.46428 2.33839 2.90689  0.103
38 H 3.06487 3.02884 1.29772  0.166
39 H 3.42034 1.74884 -0.44889  0.167
40 H 1.83698 -0.60926 0.47493  0.108
41 H 3.48099 -0.25327 1.10068  0.137
42 H 2.28940 3.38786 -1.24236  0.136
43 H 0.17485 4.05469 -2.50948  0.084
44 H -0.08298 2.28241 -2.65638  0.101
45 H 1.17264 2.78829 -4.57059  0.093
46 H 2.45970 2.34598 -3.42027  0.091
47 H 3.27246 4.49184 -3.30096  0.053
48 H 1.70366 5.23438 -3.48190  0.044
49 H -0.25994 5.84086 -0.14269  -0.109
50 H 0.22838 2.30752 1.57158  0.076
51 H 1.26362 3.32896 3.41335  0.110
52 H 1.75673 4.65085 2.40873  0.113
53 H -0.86059 5.01871 2.10568  0.061
54 H -0.07367 5.31974 3.61964  0.135
55 H -1.24390 3.81672 4.74235  0.078
56 H -0.81151 2.55445 3.65242  0.067
57 H -3.37926 3.72278 4.04370  0.081
58 H -2.95327 4.07314 2.37593  0.051
59 H -5.53155 1.54424 -1.12792  0.110
60 C 0.15279 -1.72734 -2.80568  -0.049
61 C 0.34589 -2.79027 -3.86188  -0.294
62 O -0.76909 -2.55653 -4.70442  0.137
63 C -1.08750 -1.23590 -4.61200  -0.561
64 O -1.82799 -0.67049 -5.34485  0.179
65 O -0.47398 -0.67240 -3.54860  0.069
66 F 0.26276 -4.04095 -3.34499  0.077
67 H -0.52433 -2.08789 -2.02934  0.128
68 H 1.07934 -1.37863 -2.35568  0.116
69 H 1.27530 -2.69993 -4.42536  0.165
70 C -1.52322 1.94564 8.07748  -0.027
71 C -2.96130 2.33941 8.32175  -0.302
72 O -2.93114 3.74687 8.10591  0.148
73 C -1.92740 4.00639 7.24013  -0.565
74 O -1.79085 5.02814 6.64825  0.160
75 O -1.10861 2.93594 7.11543  0.059
76 F -3.34709 2.08805 9.59039  0.093
77 H -0.92428 2.04846 8.98252  0.150
78 H -1.42099 0.94218 7.68363  0.115
79 H -3.68051 1.88948 7.63626  0.167
80 C -2.77162 -5.13506 -2.73878  -0.048
81 C -3.24114 -6.57295 -2.80965  -0.293
82 O -2.51892 -7.17055 -1.73589  0.145
83 C -2.24453 -6.19907 -0.82803  -0.542
84 O -1.83582 -6.37541 0.27356  0.160
85 O -2.48640 -4.98216 -1.34556  0.073
86 F -2.90416 -7.17765 -3.97017  0.088
87 H -1.85473 -4.98669 -3.30520  0.127
88 H -3.51805 -4.42240 -3.06740  0.121
89 H -4.30950 -6.71288 -2.63880  0.175
90 C -5.75968 -1.28720 -3.88093  -0.021
91 C -5.14874 0.06390 -3.56688  -0.291
92 O -4.23161 -0.25898 -2.52906  0.124
93 C -3.84966 -1.54943 -2.70421  -0.538
94 O -2.89230 -2.03594 -2.19709  0.177
95 O -4.67438 -2.17347 -3.56609  0.076
96 F -6.05636 0.94779 -3.09224  0.069
97 H -6.60543 -1.49715 -3.22591  0.150
98 H -6.05746 -1.40266 -4.91805  0.147
99 H -4.60366 0.52121 -4.39335  0.178
100 C 4.67472 -1.82491 -6.34109  -0.026
101 C 3.42109 -1.71906 -7.18595  -0.296
102 O 2.52222 -1.06794 -6.29410  0.122
103 C 3.25507 -0.33300 -5.42276  -0.552
104 O 2.76730 0.49111 -4.72040  0.162
105 O 4.55454 -0.67401 -5.47986  0.083
106 F 2.91916 -2.92611 -7.52151  0.089
107 H 4.66443 -2.73047 -5.73336  0.148
108 H 5.59291 -1.78613 -6.91818  0.122
109 H 3.52826 -1.11365 -8.08618  0.179
110 C -3.35820 -2.37401 5.82793  -0.114
111 C -3.13601 -1.71738 7.17487  -0.270
112 O -4.14804 -0.73118 7.20590  0.111
113 C -5.18128 -1.16906 6.40616  -0.536
114 O -6.26335 -0.70489 6.40481  0.196
115 O -4.76320 -2.20486 5.64411  0.113
116 F -1.91494 -1.10881 7.24654  0.053
117 H -2.82185 -1.83572 5.04383  0.143
118 H -3.08979 -3.42642 5.80234  0.118
119 H -3.25234 -2.38154 8.03101  0.179
120 C -2.13698 -4.91605 2.98471  -0.021
121 C -2.29430 -3.41372 2.91847  -0.274
122 O -2.36927 -3.04636 4.28271  -0.026
123 C -1.69459 -3.99096 5.00520  -0.544
124 O -1.34806 -3.85124 6.12821  0.212
125 O -1.45568 -5.07717 4.24043  0.114
126 F -3.43108 -3.03057 2.28742  0.094
127 H -3.10741 -5.41099 3.02663  0.156
128 H -1.55867 -5.32042 2.16367  0.112
129 H -1.45199 -2.89283 2.45850  0.170
130 C 9.09137 -1.17964 -5.84212  -0.044
131 C 9.86258 -0.12724 -6.61390  -0.312
132 O 9.64489 -0.51997 -7.95777  0.143
133 C 8.46175 -1.18330 -8.01809  -0.551
134 O 7.85867 -1.43000 -9.00349  0.191
135 O 8.04886 -1.51554 -6.76598  0.042
136 F 11.18490 -0.15760 -6.34181  0.086
137 H 9.70857 -2.05828 -5.65321  0.146
138 H 8.67377 -0.81672 -4.90750  0.139
139 H 9.49883 0.89273 -6.47939  0.174

Cartesian forces (eV/Å) of the 6 atoms listed first:
-0.243 0.097 -0.028
0.055 0.021 -0.431
0.066 -0.120 0.937
-0.465 0.309 -0.008
0.450 0.050 -0.274
0.448 -0.449 0.006

***

- Number 1 is which compound?
  C41H51IO4PRuS3Si